106
Properties=species:S:1:pos:R:3 method="wB97M-V/def2-TZVPD" charge=+1 e_tot_ha=-5827.150616 homo_ev=-10.03 orbital_gap_ev=5.80 e_above_lowest_ev=2.6462
Hf -0.2997 1.5621 2.0905
Br 3.2780 10.2586 -4.0098
C 1.9788 9.1232 -3.1491
C 0.7687 9.6049 -2.6342
C -0.2367 8.6581 -2.3532
C 0.0440 7.2449 -2.2690
C 1.1900 6.7671 -3.0120
C 2.2290 7.6667 -3.2617
N -0.6615 6.2729 -1.5623
N -1.3355 6.8075 -0.5924
C -1.7823 5.9473 0.3550
C -1.7921 6.4676 1.7274
C -1.5647 5.5103 2.7170
C -1.4212 4.1248 2.3614
O -0.7069 3.2582 3.1417
C -1.9081 3.6731 1.1224
N -2.0716 2.2594 0.8633
C -2.2517 1.8470 -0.3402
C -2.5754 2.6983 -1.4392
C -2.5769 4.0463 -1.1745
C -2.1635 4.6079 0.0660
H 0.7303 10.6636 -2.4234
H -1.2221 8.8620 -1.8456
H 1.0527 5.7455 -3.3112
H 3.1903 7.3282 -3.5727
H -1.7934 7.5352 1.9476
H -1.4955 5.9170 3.7450
H -2.3140 0.8061 -0.5765
H -2.6593 2.3023 -2.4453
H -2.6611 4.8007 -1.9957
C 1.6319 1.3925 6.6035
C 1.1573 1.1748 5.1521
N 1.9550 1.3736 4.0749
O 3.2738 1.7123 4.3809
C -0.1633 0.7065 4.8449
C -1.3693 0.8827 5.6881
N -0.3119 0.1251 3.6120
O -1.6325 0.2342 2.9941
H 0.8896 1.2141 7.3443
H 1.8454 2.4591 6.7758
H 2.5667 0.8115 6.7310
H 3.5546 2.0890 3.5038
H -2.2731 1.1513 4.9982
H -1.1734 1.5907 6.5360
H -1.6124 -0.1332 6.0019
N 6.4418 2.4766 -1.2117
C 5.4815 2.3349 -0.5676
C 4.2056 2.1042 -0.0164
C 3.5053 3.0881 0.7033
C 2.2271 2.9230 1.1013
C 1.5033 1.6928 0.9528
C 2.2718 0.7123 0.3267
C 3.5391 0.9275 -0.2739
H 4.0061 4.0495 0.8534
H 1.7074 3.8208 1.5488
H 1.8280 -0.2864 0.1446
H 3.9395 0.2456 -1.0468
C -0.5065 -4.2012 -1.2263
P -1.2839 -3.4837 0.3323
C -0.1574 -4.1536 1.5762
C 1.2155 -3.8889 1.4063
C 2.1407 -4.2208 2.3876
C 1.7865 -4.8907 3.5450
C 0.3686 -5.0781 3.7703
C -0.5681 -4.7565 2.7874
C -2.7905 -4.4966 0.4835
C -2.7332 -5.9069 0.6655
C -3.9309 -6.6468 0.7325
C -5.1336 -5.9602 0.5809
C -5.1947 -4.5687 0.2606
C -4.0134 -3.8759 0.2174
P 0.3869 -2.7905 -2.1438
C 1.6940 -3.8306 -2.9925
C 3.0376 -3.6636 -2.6218
C 3.9956 -4.5364 -3.1113
C 3.5948 -5.7401 -3.6403
C 2.2423 -5.9075 -4.0017
C 1.2886 -4.9020 -3.8332
C -0.9033 -2.5883 -3.4808
C -0.4656 -2.3215 -4.7696
C -1.3366 -2.4250 -5.8744
C -2.6458 -2.8313 -5.6331
C -3.0483 -3.1448 -4.3322
C -2.2207 -2.8762 -3.2320
H -1.2267 -4.6865 -1.8580
H 0.2944 -5.0048 -0.9860
H 1.5844 -3.6032 0.4181
H 3.1767 -3.9181 2.1423
H 2.5284 -5.3762 4.2557
H 0.0568 -5.2821 4.7851
H -1.5710 -4.9187 3.0647
H -1.7815 -6.4269 0.7691
H -3.9376 -7.7439 0.7399
H -6.0728 -6.5377 0.5995
H -6.2104 -4.0514 0.1627
H -4.1055 -2.8176 -0.0508
H 3.3185 -2.8286 -1.9806
H 5.0005 -4.2478 -2.8756
H 4.3640 -6.4837 -3.7583
H 2.0042 -6.8057 -4.5049
H 0.2604 -4.9183 -4.2268
H 0.5718 -2.1564 -4.9498
H -0.9749 -2.1101 -6.8810
H -3.4082 -3.1823 -6.3045
H -4.0508 -3.4789 -4.1359
H -2.6020 -2.9743 -2.2028

119
Properties=species:S:1:pos:R:3 method="wB97M-V/def2-TZVPD" charge=-2 spin_multiplicity=2 e_tot_ha=-5813.683351 homo_ev="-0.48 / -0.48" orbital_gap_ev="2.34 / 1.10" e_above_lowest_ev=0.8019
K -1.1274 0.1785 -1.3709
N -3.8943 -1.8149 1.4506
C -2.7116 -2.4893 1.3789
C -2.8111 -3.9411 1.4822
C -1.6461 -4.6946 1.2150
C -0.4031 -4.0317 1.0317
C -0.4385 -2.6299 1.0367
N -1.5160 -1.8980 1.2494
C -4.2160 -0.4631 1.5532
C -5.5871 -0.1197 1.8014
C -5.9673 1.2044 1.7514
C -5.0047 2.1724 1.4094
C -3.6899 1.7373 1.3065
N -3.2889 0.4568 1.3110
H -4.6923 -2.4357 1.5332
H -3.7053 -4.3874 1.9460
H -1.7922 -5.7738 1.1249
H 0.5008 -4.6224 0.9454
H 0.4580 -2.0080 0.9553
H -6.3345 -0.9371 1.9411
H -6.9931 1.4632 2.0181
H -5.2646 3.2098 1.1871
H -2.8916 2.4650 1.0547
C 2.5275 -7.6854 4.3427
O 3.6399 -8.1318 3.5008
C 4.3772 -7.2811 2.7866
C 5.1129 -6.1934 3.3815
C 5.6233 -5.2041 2.5299
C 5.2739 -5.2146 1.1761
C 4.8891 -6.4680 0.5625
C 4.2274 -7.3499 1.3763
N 5.1979 -3.9980 0.5335
N 4.7101 -4.1697 -0.7220
C 3.9947 -3.1352 -1.2631
C 3.1019 -3.4915 -2.3233
C 2.1657 -2.6269 -2.8189
C 1.8401 -1.4370 -2.1087
O 0.8945 -0.6866 -2.4396
C 2.7410 -1.0783 -0.9558
N 2.3827 -0.0853 -0.1661
C 3.2773 0.5196 0.6484
C 4.5389 -0.0358 0.8094
C 4.8390 -1.2488 0.2100
C 3.8942 -1.8734 -0.6215
H 1.6259 -8.2524 4.0970
H 2.3441 -6.5974 4.2897
H 2.8150 -7.9350 5.3994
H 5.3092 -6.1776 4.4288
H 6.1465 -4.3408 2.9269
H 4.9428 -6.5961 -0.5144
H 3.4902 -8.1032 1.0560
H 3.2327 -4.5045 -2.7080
H 1.4909 -2.8114 -3.6740
H 2.9570 1.4598 1.0798
H 5.3162 0.4861 1.3346
H 5.8501 -1.6713 0.2592
C 2.3096 4.9205 -3.9834
C 3.1648 3.8190 -4.0820
C 2.9090 2.7161 -3.2193
N 1.9054 2.6666 -2.3853
C 1.1249 3.7387 -2.2123
C 1.2993 4.9101 -2.9632
H 2.4682 5.7726 -4.6592
H 3.9923 3.7342 -4.7667
H 3.5909 1.8644 -3.3019
H 0.3594 3.6662 -1.4636
H 0.6962 5.7560 -2.6767
N -5.4330 1.4848 -4.8980
C -4.7541 2.6088 -5.2966
O -5.3326 3.5630 -5.8257
C -3.2780 2.4520 -5.0478
C -2.3847 3.1103 -5.8916
C -1.0519 2.7307 -5.9216
C -0.6185 1.9039 -4.8575
N -1.4476 1.4178 -3.9502
C -2.7530 1.6525 -4.0673
H -6.4342 1.5146 -5.1773
H -4.9099 0.5980 -4.9027
H -2.7794 3.9101 -6.5604
H -0.3670 3.1561 -6.6347
H 0.4498 1.6327 -4.7489
H -3.3879 1.0073 -3.4443
F -1.8770 3.1615 -0.8356
P -2.6886 4.5325 -1.2717
F -1.2934 5.3730 -0.9591
F -2.2761 4.4516 -2.8436
F -3.0536 4.6665 0.3553
F -3.9747 3.6580 -1.5165
F -3.5026 5.9116 -1.5755
C 0.2121 -0.0501 6.0242
C -0.7883 -0.1500 5.0318
C -0.9432 0.9015 4.1467
C -0.2072 2.1129 4.3318
C 0.6450 2.2245 5.4300
C 0.8906 1.1334 6.2762
N -0.5324 3.1454 3.5262
C 0.1614 4.1878 3.1213
C 1.5546 4.3513 3.3700
C 2.1938 5.4438 2.8768
C 1.5038 6.3759 2.0910
C 0.1485 6.2398 1.7396
C -0.5579 5.2451 2.2942
H 0.3733 -0.9271 6.5658
H -1.3726 -1.0685 4.9351
H -1.6533 0.8607 3.3155
H 1.0358 3.2105 5.6315
H 1.6130 1.1476 7.1110
H 1.9871 3.5717 4.0001
H 3.2362 5.6701 3.0699
H 1.9695 7.2885 1.7512
H -0.2639 6.8640 0.9584
H -1.5673 5.0011 2.0602
Cl -1.7830 -3.0873 -4.7797
C -3.2641 -3.1773 -3.7440
Cl -3.3265 -4.7738 -3.0620
Cl -4.5775 -2.9358 -4.8958
C -3.0824 -2.1035 -2.6747
O -3.4575 -0.9545 -3.0254
O -2.5722 -2.5309 -1.6181